No. 1
Below is a molecular structure, C26H39F4N8Rb, with properties calculated with ωB97M-V/def2-TZVPD.

Calculated values
Energy relative to the best compared isomer or geometry (same formula, charge and spin)   0.055 eV
Frontier orbital gap   6.3018 eV

Geometry as XYZ:
```
78
Properties=species:S:1:pos:R:3:forces:R:3:lowdin_charge:R:1
Rb 0.8430 -0.1308 0.3124 -1.2117 0.5057 -0.9658 1.031
C 2.2364 1.3179 -2.7087 -0.0269 -0.0950 0.0732 -0.102
N 2.0570 -0.0912 -2.3933 0.0320 -0.0453 -0.2615 -0.333
C 1.2903 -0.7294 -3.4547 0.0226 0.0930 0.0669 -0.102
C 3.3435 -0.7758 -2.2449 0.0903 -0.0099 0.2804 -0.220
C 4.1889 -0.3205 -1.0588 -0.0417 0.0329 0.1587 -0.268
N 3.4349 -0.4098 0.1732 0.4059 -0.0781 -0.2809 -0.131
C 4.0278 -0.1395 1.3236 0.3248 -0.0300 0.1842 -0.248
C 3.2723 -0.2253 2.5333 0.0484 -0.0001 0.0216 -0.169
F 1.9360 -0.5666 2.4326 0.7600 -0.2253 0.9980 -0.158
C 3.7748 -0.0039 3.7882 0.0030 0.0120 -0.0462 -0.248
F 2.9421 -0.1225 4.8408 -0.0504 -0.0281 0.0739 0.072
C 5.0973 0.3368 3.9971 0.0721 0.0094 -0.0409 0.028
C 5.8723 0.4500 2.8522 -0.1749 -0.0097 0.2579 -0.240
F 7.1654 0.7888 2.9962 0.1205 0.0305 -0.0890 0.077
C 5.3861 0.2400 1.5852 -0.1718 0.0014 0.0265 -0.142
F 6.2563 0.4145 0.5581 0.0188 -0.0308 -0.0680 0.052
H 2.8173 1.4614 -3.6347 0.0085 0.0327 0.0140 0.097
H 2.7554 1.8240 -1.8942 -0.0015 0.0116 -0.0102 0.078
H 1.2562 1.7818 -2.8464 0.0185 0.0379 0.0179 0.075
H 1.1316 -1.7816 -3.2168 -0.0021 -0.0098 -0.0100 0.080
H 1.8045 -0.6663 -4.4279 -0.0181 -0.0363 -0.0080 0.092
H 0.3170 -0.2449 -3.5543 -0.0014 -0.0184 -0.0056 0.071
H 3.9432 -0.6598 -3.1648 -0.0251 -0.0689 -0.0308 0.123
H 3.1337 -1.8408 -2.1084 -0.0490 0.0059 -0.0675 0.115
H 4.5565 0.6989 -1.2389 0.0858 -0.0330 -0.0839 0.107
H 5.0701 -0.9741 -1.0455 0.0666 0.0812 -0.1377 0.117
H 5.5069 0.5037 4.9804 -0.0229 0.0093 0.0025 0.122
C 0.2511 -3.3391 -0.4539 -0.1742 -0.0829 -0.0481 -0.081
N -0.6160 -3.4230 0.7074 0.0953 0.1394 0.1125 -0.148
C 0.0635 -3.9626 1.8804 0.0028 0.0053 -0.0233 -0.033
C -1.5941 -2.4628 0.8572 -0.3152 -0.0423 0.0666 -0.400
N -1.6741 -1.4871 0.0172 0.1516 0.0647 -0.0561 0.070
C -2.8666 -0.7582 -0.1038 -0.1591 -0.0432 -0.0038 -0.256
C -4.0750 -1.4116 -0.3529 0.0408 0.0061 0.0046 -0.037
C -5.2668 -0.7165 -0.4785 -0.0202 -0.0073 -0.0303 -0.094
C -5.2655 0.6645 -0.3534 -0.0302 0.0360 0.0423 -0.094
C -4.0689 1.3297 -0.1404 0.0483 0.0027 -0.0438 -0.039
C -2.8536 0.6470 -0.0527 -0.1206 0.0410 -0.0632 -0.256
N -1.6558 1.3346 0.1912 0.1010 -0.0233 0.0361 0.068
C -1.3368 2.3735 -0.5057 -0.2392 0.0629 -0.1896 -0.401
N -1.7959 2.6724 -1.7898 -0.0619 -0.0795 0.2236 -0.169
C -2.4452 3.9464 -2.0416 0.0831 -0.0774 -0.0323 -0.060
C -2.1555 1.6009 -2.6992 0.0302 0.0497 0.0258 -0.045
N -0.4366 3.2833 -0.0044 0.1448 -0.1580 -0.1028 -0.144
C 0.0594 3.1372 1.3495 -0.1735 0.0880 0.0791 -0.059
C 0.4123 4.0955 -0.8598 -0.0200 0.0507 0.0151 -0.051
N -2.4163 -2.6422 1.9616 0.0516 0.0755 -0.0997 -0.168
C -2.9700 -1.4964 2.6561 0.0063 -0.0390 0.0158 -0.038
C -3.1067 -3.8966 2.1718 0.0210 0.0018 0.0326 -0.061
H 0.6103 -4.3400 -0.6952 0.0791 0.0285 0.0012 0.095
H 1.1171 -2.6929 -0.2616 0.0576 -0.2098 -0.1122 0.044
H -0.3131 -2.9421 -1.2933 0.0466 -0.0047 -0.0273 0.082
H 0.4109 -4.9720 1.6574 0.0122 0.0067 0.0113 0.094
H -0.6036 -4.0024 2.7336 -0.0152 0.0040 0.0059 0.079
H 0.9311 -3.3475 2.1486 0.0062 -0.0265 -0.0192 0.095
H -4.0611 -2.4913 -0.4513 0.0010 -0.0013 0.0109 0.116
H -6.1891 -1.2504 -0.6684 0.0077 -0.0030 0.0109 0.100
H -6.1895 1.2255 -0.4142 0.0032 -0.0153 -0.0222 0.100
H -4.0624 2.4083 -0.0316 0.0121 0.0041 0.0100 0.113
H -2.2086 4.6455 -1.2431 -0.0061 0.0332 -0.0284 0.089
H -3.5338 3.8236 -2.0856 0.0008 -0.0064 0.0046 0.088
H -2.1100 4.3674 -2.9935 -0.0086 0.0295 0.0112 0.090
H -1.6204 0.6939 -2.4220 -0.0082 -0.0106 -0.0237 0.085
H -1.8576 1.8929 -3.7100 0.0072 -0.0258 0.0001 0.094
H -3.2269 1.3781 -2.7033 -0.0147 0.0183 0.0322 0.090
H -0.6228 2.5127 1.9180 0.0223 0.0092 0.0197 0.084
H 0.1255 4.1195 1.8211 0.0786 -0.0092 -0.0002 0.095
H 1.0591 2.6857 1.3577 -0.0141 0.0322 0.0496 0.078
H 0.1558 3.9465 -1.9031 0.0076 -0.0113 -0.0088 0.079
H 1.4631 3.8256 -0.7167 -0.0118 -0.0210 0.0109 0.088
H 0.3039 5.1562 -0.6185 -0.0035 -0.0124 0.0124 0.094
H -2.3569 -0.6189 2.4585 -0.0235 0.0092 0.0269 0.095
H -2.9486 -1.6996 3.7302 -0.0035 0.0051 -0.0098 0.093
H -4.0014 -1.2735 2.3631 0.0157 -0.0059 -0.0191 0.091
H -2.6118 -4.6935 1.6214 -0.0067 -0.0034 0.0193 0.089
H -4.1473 -3.8320 1.8292 0.0044 0.0121 0.0118 0.088
H -3.1159 -4.1496 3.2353 0.0107 -0.0414 -0.0088 0.090
```
Forces are in eV/Å.

No. 2
Below is a molecular structure, C26H39N3NiSSi2, with properties calculated with ωB97M-V/def2-TZVPD.

Calculated values
Energy relative to the best compared isomer or geometry (same formula, charge and spin)   0.203 eV
Frontier orbital gap   6.7257 eV

Geometry as XYZ:
```
72
Properties=species:S:1:pos:R:3:forces:R:3:lowdin_charge:R:1
Ni -0.1692 -0.1351 -0.5917 -0.1542 -0.2848 0.2310 0.286
C 0.2139 -0.7887 -4.6978 -0.1470 -0.0464 -0.1721 -0.173
Si 1.5533 -0.3967 -3.4430 -0.0266 0.0075 -0.0422 0.432
C 2.9261 0.4243 -4.4227 0.1460 0.0703 -0.1688 -0.184
C 2.2739 -1.9687 -2.7145 0.1087 -0.1617 0.0771 -0.172
C 0.8463 0.6400 -2.0940 -0.8114 0.4174 0.3545 -0.397
C -0.2437 1.6120 -2.4338 0.2545 -0.1847 0.0254 -0.352
C -0.3551 2.3787 -3.5983 0.0289 0.0101 -0.0431 -0.026
C -1.4300 3.2368 -3.7586 0.0624 0.0049 -0.0681 -0.065
C -2.3928 3.3342 -2.7640 0.0186 -0.0601 0.0565 -0.077
C -2.2267 2.5410 -1.6407 -0.0099 -0.0768 -0.1959 -0.136
N -1.2046 1.7064 -1.4850 0.0676 0.4261 0.2174 0.070
Si 2.0071 1.3342 -0.7994 0.4104 0.0834 -0.5580 0.420
C 1.1191 2.4454 0.4213 -0.1440 0.0411 0.1784 -0.164
C 2.9279 0.0046 0.1381 0.1922 -0.1528 0.1038 -0.165
C 3.3224 2.4291 -1.5697 0.0547 0.1863 -0.0253 -0.170
H 0.4109 -1.7543 -5.1731 -0.0216 0.0359 -0.0120 0.034
H 0.1889 -0.0336 -5.4886 -0.0054 -0.0293 0.0216 0.028
H -0.7799 -0.8305 -4.2489 0.0166 -0.0063 -0.0355 0.028
H 3.1497 -0.1699 -5.3155 0.0053 0.0356 0.0366 0.034
H 3.8490 0.5127 -3.8461 -0.0147 -0.0017 -0.0375 0.014
H 2.6432 1.4277 -4.7552 0.0397 -0.0383 0.0007 0.026
H 2.0911 -2.8274 -3.3672 0.0250 0.0377 0.0187 0.031
H 1.8182 -2.1761 -1.7438 0.0512 -0.0353 -0.0295 0.014
H 3.3564 -1.8869 -2.5782 -0.0505 0.0019 0.0105 0.029
H 0.4097 2.2998 -4.3609 -0.0268 0.0254 0.0078 0.101
H -1.5151 3.8371 -4.6566 0.0133 -0.0149 -0.0022 0.106
H -3.2417 3.9977 -2.8528 0.0121 -0.0110 -0.0072 0.097
H -2.9614 2.5597 -0.8405 0.0314 0.0393 0.0110 0.101
H 0.4297 1.9523 1.1121 0.0197 0.0026 -0.0387 0.015
H 0.5571 3.2159 -0.1108 0.0395 0.0235 0.0619 0.036
H 1.8989 2.9281 1.0189 -0.0746 0.0150 0.0346 0.038
H 2.2739 -0.7729 0.5382 0.0183 0.0315 -0.0041 0.004
H 3.4716 0.4647 0.9704 0.0150 -0.0626 -0.0405 0.038
H 3.6571 -0.4840 -0.5144 -0.0152 -0.0014 0.0657 0.030
H 2.8604 3.1519 -2.2498 0.0664 -0.0069 0.0244 0.037
H 4.0425 1.8441 -2.1447 -0.0301 0.0393 0.0199 0.014
H 3.8766 2.9873 -0.8075 -0.0440 -0.0298 -0.0395 0.032
C -0.6839 -4.1969 -1.6595 -0.0092 -0.0589 -0.1208 -0.085
C -0.9351 -3.0397 -0.6959 -0.1781 0.0293 0.0108 -0.490
C -2.2607 -3.2595 0.0344 -0.0385 0.0126 0.0128 -0.089
C -0.9024 -1.6937 -1.4349 0.3976 -0.1982 0.1534 -0.147
H -0.7101 -5.1654 -1.1519 -0.0111 0.0277 0.0143 0.075
H 0.2887 -4.0955 -2.1455 -0.0344 -0.0024 0.0120 0.059
H -1.4473 -4.2053 -2.4438 0.0179 -0.0116 0.0225 0.085
H -0.1359 -3.0746 0.0492 0.0914 -0.0206 0.0415 0.095
H -3.0812 -3.2996 -0.6881 0.0235 -0.0116 -0.0032 0.082
H -2.4879 -2.4503 0.7316 0.0066 0.0033 -0.0023 0.052
H -2.2660 -4.1975 0.5969 0.0268 0.0154 -0.0216 0.077
H -1.9168 -1.3116 -1.6110 -0.0758 -0.0516 -0.0458 0.078
H -0.4260 -1.8267 -2.3995 -0.0637 -0.0882 -0.0809 0.006
S -2.5323 -1.1552 5.3909 -0.0643 -0.0686 0.0081 0.990
C -1.8610 -0.8968 3.7580 0.0309 0.0124 0.0495 -0.503
C -2.4494 0.0086 2.8868 0.0144 0.0718 -0.0878 -0.048
C -1.8929 0.1800 1.6309 -0.0680 -0.0597 0.1647 -0.087
N -0.8185 -0.5024 1.2221 -0.2966 0.0633 -0.2327 0.008
C -0.2556 -1.3728 2.0575 0.0150 0.0447 0.1623 -0.099
C -0.7457 -1.6011 3.3322 0.0827 -0.0543 -0.0692 -0.049
C -1.6044 0.0968 6.2604 0.0221 0.0684 0.0062 -0.521
C -0.2771 -0.1029 6.6107 0.0205 -0.0267 -0.0192 -0.079
C 0.3864 0.9078 7.2896 -0.0272 0.0875 0.0341 -0.137
N -0.1821 2.0615 7.6409 -0.0732 -0.1097 -0.0720 0.064
C -1.4603 2.2321 7.3110 0.0836 -0.0069 0.0195 -0.139
C -2.2121 1.2884 6.6228 -0.0236 0.0173 0.0119 -0.082
H -3.3253 0.5716 3.1785 0.0183 -0.0082 0.0016 0.113
H -2.3069 0.8766 0.9131 -0.0080 -0.0129 -0.0056 0.109
H 0.6144 -1.8974 1.6895 0.0016 -0.0419 -0.0166 0.111
H -0.2661 -2.3270 3.9744 -0.0135 0.0226 0.0030 0.112
H 0.2315 -1.0262 6.3654 -0.0116 0.0229 0.0040 0.104
H 1.4259 0.7806 7.5705 -0.0068 0.0083 0.0006 0.108
H -1.9104 3.1734 7.6057 0.0065 -0.0038 0.0042 0.107
H -3.2481 1.4797 6.3760 0.0225 -0.0015 0.0032 0.103
```
Forces are in eV/Å.

No. 3
Below is a molecular structure, C26H39N3O5PS, with properties calculated with ωB97M-V/def2-TZVPD.

Calculated values
Total charge   +1
Frontier orbital gap   7.6970 eV

Geometry as XYZ:
```
75
Properties=species:S:1:pos:R:3:forces:R:3:lowdin_charge:R:1
C 3.1980 -3.0644 2.5343 -0.6349 0.5453 -0.2719 -0.071
C 3.7978 -1.6565 2.2864 0.9249 -1.5336 0.3800 -0.260
O 3.1616 -0.6314 3.0278 -0.1519 -0.0474 -1.0821 -0.119
C 2.6735 0.4441 2.2646 -0.7672 0.9394 0.6863 -0.142
C 1.1662 0.7515 2.4674 1.0254 0.4227 -0.3127 -0.064
C 0.2001 -0.1651 2.7131 -0.2787 -0.6665 0.3794 -0.229
O 0.5952 -1.4770 2.7430 0.0162 0.4724 -0.1927 0.020
C -1.2210 0.1666 2.9365 -0.0966 0.6903 -0.5117 -0.083
P -2.3761 -1.2045 3.3278 0.6327 -1.8351 1.3770 0.514
O -1.6822 -2.4550 3.6387 0.2952 -0.0051 -0.0823 -0.254
O -3.1329 -0.7527 4.7012 0.1028 0.7552 -1.3824 -0.120
O -3.4207 -1.5066 2.1528 0.3560 1.0710 0.3161 -0.086
C -1.6314 1.4846 2.8533 -0.4079 0.0247 0.0848 -0.137
C -3.0534 2.0255 3.0665 0.5434 0.3419 -0.2283 -0.117
C -4.0217 1.8179 1.8596 -0.2323 -0.1381 0.4779 -0.114
C -5.2334 0.9143 2.0926 -0.0594 -0.2324 -0.6533 -0.248
C -5.9235 0.4461 0.9652 0.1640 0.1398 -0.3444 -0.072
C -7.0108 -0.3940 1.0812 -0.6734 -0.6538 -0.1192 -0.088
C -7.4663 -0.8309 2.3266 0.2884 0.3677 -0.2294 -0.076
C -6.7916 -0.3666 3.4424 -0.4785 -0.4715 0.2008 -0.070
C -5.7022 0.4855 3.3198 0.2278 0.3112 0.7432 -0.065
C -0.6243 2.4709 2.5635 1.0815 0.0869 -0.1519 -0.292
N -0.8057 3.7837 2.4522 -0.0964 0.3707 -0.0498 -0.230
S 0.6160 4.4770 2.1461 -0.1153 -0.7851 0.1050 1.034
N 1.5706 3.1493 2.1249 -0.3574 0.7207 -0.0860 -0.220
C 0.7708 2.1258 2.3731 -0.8139 -0.9443 0.1639 -0.324
H 3.9469 -3.8530 2.3755 -0.1809 0.3022 0.1390 0.078
H 2.7820 -3.1191 3.5496 0.3698 -0.1012 -0.2005 0.080
H 2.3520 -3.2363 1.8493 0.2619 -0.0481 0.2798 0.061
H 3.8280 -1.4979 1.1943 -0.2074 0.4483 0.3139 0.097
H 4.8527 -1.7159 2.6150 -0.3251 0.3082 -0.1099 0.119
H 3.2093 1.3496 2.6020 -0.2135 -0.2296 -0.2582 0.126
H 2.8500 0.3756 1.1751 0.1708 -0.3887 0.2955 0.110
H 0.6083 -1.7844 3.6612 -0.3722 -0.2994 -0.2389 0.123
H -2.6641 0.0267 5.0365 -0.2514 -0.1758 0.2541 0.074
H -3.3248 -0.9178 1.3919 -0.3447 0.0052 0.1113 0.077
H -2.9425 3.1123 3.1940 0.0009 -0.4225 0.1002 0.106
H -3.4246 1.6496 4.0255 -0.2478 0.0064 -0.4249 0.091
H -4.4127 2.8019 1.5538 0.2534 -0.2835 0.0462 0.125
H -3.4518 1.4262 0.9990 -0.1752 0.1787 0.2152 0.113
H -5.6182 0.7221 -0.0497 0.0779 0.0809 0.3761 0.115
H -7.5280 -0.7657 0.1933 0.2531 0.2513 0.1456 0.107
H -8.3232 -1.4997 2.4071 0.2843 0.1768 0.0085 0.109
H -7.1222 -0.7129 4.4228 0.2254 0.2552 -0.1589 0.113
H -5.2186 0.7888 4.2467 -0.0631 -0.0056 -0.2695 0.100
C 3.3546 0.5912 -6.6285 -0.0185 -0.1075 0.0698 -0.096
C 3.0046 -0.7496 -5.9901 0.1961 0.0893 0.0457 -0.251
C 1.6797 -0.7697 -5.2124 0.1558 -0.2512 -0.1993 -0.159
C 1.3566 0.4090 -4.3029 -0.1227 -0.1772 -0.2708 -0.103
N 2.0305 0.4919 -2.9448 -0.1209 0.6009 0.5642 -0.252
C 1.3375 -0.3685 -1.9037 0.1973 -0.3481 0.0339 -0.081
C 2.0147 -1.7287 -1.9891 -0.2114 -0.2817 -0.0164 -0.129
C 3.4301 -1.4531 -2.5123 0.1864 -0.2474 -0.2324 -0.125
C 3.4683 0.0296 -2.8738 0.1335 -0.1099 0.1125 -0.081
C 1.9542 1.9333 -2.5142 -0.0070 -0.2604 -0.1582 0.024
H 3.4939 1.3772 -5.8814 0.0051 0.0484 -0.0584 0.061
H 4.2904 0.5087 -7.1801 -0.0437 0.0285 -0.0330 0.084
H 2.5779 0.9112 -7.3253 0.0136 0.0612 0.0234 0.087
H 3.8344 -1.0776 -5.3605 -0.0116 -0.0163 -0.0035 0.086
H 2.9359 -1.4995 -6.7805 -0.0632 -0.0319 0.0762 0.118
H 1.5814 -1.7198 -4.6854 -0.0485 0.0391 0.0412 0.105
H 0.8839 -0.7848 -5.9628 -0.0984 0.1382 0.1302 0.131
H 0.2859 0.4107 -4.0958 0.0584 0.0037 0.1306 0.135
H 1.5607 1.3450 -4.8214 0.1885 -0.0357 0.0710 0.121
H 1.5263 0.0752 -0.9257 -0.0207 0.1660 -0.0960 0.121
H 0.2667 -0.3925 -2.0897 0.0238 0.1341 -0.0269 0.140
H 1.4737 -2.3894 -2.6650 0.0033 0.0242 0.0241 0.110
H 2.0264 -2.2260 -1.0198 -0.0574 0.1201 0.0246 0.119
H 3.6515 -2.0869 -3.3702 -0.0129 0.0610 -0.0125 0.110
H 4.1862 -1.6782 -1.7616 -0.0026 0.0963 -0.0146 0.119
H 3.9903 0.2813 -3.7921 -0.1166 -0.0004 -0.0518 0.123
H 3.9394 0.5818 -2.0608 -0.1497 0.1334 -0.0509 0.135
H 0.9082 2.2327 -2.5107 0.0369 0.0683 -0.0093 0.118
H 2.5241 2.5290 -3.2241 -0.0541 0.0463 0.0396 0.114
H 2.3809 2.0280 -1.5189 -0.0496 0.0029 0.0061 0.104
```
Forces are in eV/Å.

- Among the records above, which one has the lowest frontier orbital gap?
  C26H39F4N8Rb

- Which of these has the lowest frontier orbital gap?
  C26H39F4N8Rb